Below is one molecule with the formula C3H4S2, with properties calculated with ωB97M-V/def2-TZVPD.

Results
**Max |F|**: 3.254 eV/A
**Charge**: 0
**Orbital gap**: 7.0 eV
**Calculated total energy**: -24840.957 eV
**Energy above the lowest of the compared OMol25 structures with the same formula, charge and spin**: 108.01 kcal per mole

Each line ends with the Löwdin charge.
Element x y z (Å)
C 0.638 2.027 0.055  -1.0028
C -0.149 -0.710 -1.138  -0.4993
C -0.398 -1.649 -0.008  -0.1988
S 1.061 2.714 1.419  0.6849
S 0.444 0.737 -1.166  0.8690
H -0.300 2.415 -0.161  -0.0741
H -0.409 -2.673 -0.258  0.0377
H -1.307 -1.233 0.457  0.0848
H 0.418 -1.630 0.798  0.0989